[1]
The following is a quantum chemistry calculation of C5H8O2 in the gas phase at a distorted geometry, from the OMol25 dataset.

Last column: natural (NBO) charge in e.
Positions of all 15 atoms, in Å:
1 O -2.076 0.938 0.810  -0.699
2 C -1.236 -0.186 0.799  0.111
3 C 0.252 0.103 1.160  -0.462
4 C 0.586 -0.052 -0.355  0.211
5 C 1.856 -0.005 -1.100  -0.118
6 O 0.984 1.110 -1.051  -0.497
7 C -0.784 -0.654 -0.609  -0.463
8 H -1.661 1.625 0.272  0.465
9 H -1.736 -0.933 1.414  0.181
10 H 0.448 1.092 1.582  0.227
11 H 0.706 -0.661 1.782  0.219
12 H 2.677 -0.023 -0.367  0.181
13 H 2.056 -0.395 -2.164  0.198
14 H -1.318 -0.218 -1.456  0.227
15 H -0.753 -1.740 -0.718  0.221

Results
- Energy above the lowest of the compared OMol25 structures with the same formula, charge and spin: 245.13 kJ/mol
- Kohn-Sham gap: 11.056 eV
- F_max: 0.0393 Eh/bohr
- E: -345.7116 Eh
- SMILES string: O[C@H]1C[C@]2(CO2)C1
- HOMO energy: -10.11 eV
- E_LUMO: 1.0 eV

[2]
The following is a quantum chemistry calculation of C5H8O2 as an isolated structure, from the OMol25 dataset.

Last column: natural (NBO) charge in e.
Positions of all 15 atoms, in Å:
1 O -2.516 1.178 0.723  -0.525
2 C -1.750 1.796 0.022  0.286
3 C 0.348 -0.494 0.817  -0.324
4 C 1.095 -1.510 0.355  -0.079
5 C 2.128 -0.660 -0.370  -0.532
6 C 1.217 0.496 0.123  0.576
7 O 1.200 1.686 -0.063  -0.538
8 H -2.523 -0.858 -0.488  0.019
9 H -1.288 2.743 0.348  0.131
10 H -1.456 1.435 -0.982  0.113
11 H -0.556 -0.417 1.410  0.241
12 H 0.997 -2.586 0.446  0.217
13 H -2.222 -1.372 -0.938  -0.027
14 H 2.188 -0.769 -1.458  0.219
15 H 3.137 -0.667 0.055  0.222

Results
- Energy above the lowest of the compared OMol25 structures with the same formula, charge and spin: 346.01 kJ/mol
- Kohn-Sham gap: 10.371 eV
- F_max: 0.0110 Eh/bohr
- E: -345.6732 Eh
- HOMO energy: -9.94 eV
- E_LUMO: 0.4 eV

[3]
The following is a quantum chemistry calculation of a 2-piece molecular cluster, C5H8O2 overall, from the OMol25 dataset.

Last column: natural (NBO) charge in e.
Positions of all 15 atoms, in Å:
1 C -1.414 -0.897 0.124  -0.299
2 C -0.581 0.098 -0.167  -0.147
3 C -0.545 1.277 -1.131  -0.436
4 C 0.793 1.746 -0.489  -0.514
5 C 0.737 0.507 0.413  0.578
6 O 1.481 0.041 1.245  -0.544
7 H -1.139 -1.632 0.879  0.244
8 H -2.358 -1.025 -0.400  0.202
9 H -0.456 0.983 -2.183  0.221
10 H -1.376 1.981 -1.032  0.222
11 H 0.740 2.693 0.059  0.238
12 H 1.662 1.777 -1.153  0.236
13 O 0.645 -2.783 1.524  -0.955
14 H 0.984 -1.896 1.732  0.491
15 H 0.827 -2.869 0.578  0.463

Results
- Energy above the lowest of the compared OMol25 structures with the same formula, charge and spin: 148.03 kJ/mol
- Kohn-Sham gap: 9.896 eV
- F_max: 0.0116 Eh/bohr
- E: -345.7486 Eh
- SMILES string: C=C1CCC1=O.O
- HOMO energy: -10.03 eV
- E_LUMO: -0.1 eV

[4]
The following is a quantum chemistry calculation of C5H8O2 as an isolated structure at a distorted geometry, from the OMol25 dataset.

Last column: natural (NBO) charge in e.
Positions of all 15 atoms, in Å:
1 C -1.122 0.481 -1.443  -0.616
2 C -0.675 -0.317 -0.236  -0.303
3 C 0.635 -1.037 -0.246  0.102
4 O 2.070 -0.219 0.515  -0.569
5 C 1.006 -0.770 1.153  0.026
6 C -0.123 0.343 1.075  0.100
7 O 0.436 1.588 0.845  -0.717
8 H -1.264 -0.172 -2.316  0.212
9 H -0.355 1.220 -1.680  0.228
10 H -2.065 1.006 -1.264  0.220
11 H -1.469 -1.015 0.098  0.234
12 H 1.230 -1.364 -1.080  0.226
13 H 1.122 -1.457 1.990  0.186
14 H -0.809 0.339 1.916  0.178
15 H 1.384 1.374 0.675  0.494

Results
- Energy above the lowest of the compared OMol25 structures with the same formula, charge and spin: 373.08 kJ/mol
- Kohn-Sham gap: 10.153 eV
- F_max: 0.0204 Eh/bohr
- E: -345.6629 Eh
- HOMO energy: -9.75 eV
- E_LUMO: 0.4 eV

Repeat the fourth record exactly.
The following is a quantum chemistry calculation of C5H8O2 as an isolated structure at a distorted geometry, from the OMol25 dataset.

Last column: natural (NBO) charge in e.
Positions of all 15 atoms, in Å:
1 C -1.122 0.481 -1.443  -0.616
2 C -0.675 -0.317 -0.236  -0.303
3 C 0.635 -1.037 -0.246  0.102
4 O 2.070 -0.219 0.515  -0.569
5 C 1.006 -0.770 1.153  0.026
6 C -0.123 0.343 1.075  0.100
7 O 0.436 1.588 0.845  -0.717
8 H -1.264 -0.172 -2.316  0.212
9 H -0.355 1.220 -1.680  0.228
10 H -2.065 1.006 -1.264  0.220
11 H -1.469 -1.015 0.098  0.234
12 H 1.230 -1.364 -1.080  0.226
13 H 1.122 -1.457 1.990  0.186
14 H -0.809 0.339 1.916  0.178
15 H 1.384 1.374 0.675  0.494

Results
- Energy above the lowest of the compared OMol25 structures with the same formula, charge and spin: 373.08 kJ/mol
- Kohn-Sham gap: 10.153 eV
- F_max: 0.0204 Eh/bohr
- E: -345.6629 Eh
- HOMO energy: -9.75 eV
- E_LUMO: 0.4 eV

> Which value of E_LUMO does entry 3 give?

-0.1 eV